# C51H48HfN5S2Sb

C51H48HfN5S2Sb as an isolated structure (wB97M-V/def2-TZVPD, the OMol25 dataset).

The geometry in XYZ format:
```
108
Properties=species:S:1:pos:R:3:forces:R:3
Hf 1.136458 -0.215926 -1.330879 -0.404 0.110 0.577
C 3.220723 0.416594 -0.064845 0.041 0.098 0.003
C 3.109501 1.275649 -1.178764 -0.035 0.083 -0.109
C 3.268732 0.493861 -2.346654 0.103 0.046 -0.077
C 3.501448 -0.843315 -1.943128 -0.072 0.009 0.016
C 3.465872 -0.888303 -0.536360 0.024 -0.041 -0.046
H 3.167200 0.696799 0.972526 0.015 0.029 0.009
H 2.949138 2.342942 -1.159607 0.065 -0.025 -0.007
H 3.229876 0.857782 -3.358993 0.063 0.003 0.001
H 3.651700 -1.686991 -2.598601 0.086 0.005 0.013
H 3.588287 -1.758146 0.089942 0.061 0.013 0.026
C -5.076673 1.305194 -1.694498 0.002 0.017 -0.009
C -4.702720 2.469342 -2.569812 -0.013 -0.044 -0.006
C -5.610112 3.033374 -3.461665 0.015 -0.005 0.008
C -5.255863 4.104648 -4.267840 0.005 0.015 -0.017
C -3.980787 4.647996 -4.194338 -0.023 -0.006 0.001
C -3.064767 4.111306 -3.304659 0.013 -0.004 0.040
C -3.427674 3.030580 -2.509283 -0.016 0.050 -0.022
N -2.463647 2.478533 -1.601041 -0.002 -0.007 0.063
C -1.475099 1.638096 -1.975722 0.021 -0.035 -0.078
N -1.401565 1.421596 -3.288410 0.043 -0.013 -0.020
C -0.522360 0.641323 -4.069307 0.058 0.013 0.086
C 0.561807 -0.033016 -3.510280 0.014 0.001 -0.094
C 1.326984 -0.769194 -4.434529 0.058 -0.117 -0.078
C 1.041615 -0.832978 -5.782270 0.006 -0.022 0.013
C -0.048144 -0.132323 -6.281868 -0.016 0.013 -0.011
C -0.846438 0.616699 -5.440387 -0.037 0.008 -0.006
C -2.023213 1.383290 -5.986637 0.012 -0.019 -0.003
N -0.651768 1.073025 -1.065307 0.040 0.176 0.052
C -1.042296 1.460792 0.285306 -0.020 -0.049 0.013
C -1.989810 0.685392 0.948742 0.035 -0.035 -0.004
C -2.476673 1.073687 2.184232 0.006 0.013 0.007
C -2.025642 2.259395 2.753176 0.008 0.012 -0.013
C -1.096568 3.036146 2.082673 -0.033 0.003 0.010
C -0.588606 2.657043 0.839923 0.036 0.014 -0.002
C 0.358211 3.559160 0.099151 -0.025 -0.023 0.000
H -6.063759 0.929609 -1.954462 -0.001 0.000 0.003
H -5.096258 1.590754 -0.639888 -0.001 -0.004 -0.001
H -4.362188 0.485016 -1.796849 -0.003 -0.008 0.001
H -6.609551 2.621923 -3.524767 -0.002 -0.001 0.000
H -5.981372 4.521317 -4.953372 -0.001 0.001 0.000
H -3.707123 5.490791 -4.813875 0.003 0.002 0.000
H -2.068428 4.527182 -3.210809 -0.003 0.006 -0.008
H -2.663405 2.530473 -0.614040 0.020 0.035 0.019
H -2.116383 1.907147 -3.813290 0.010 0.002 0.001
H 2.190711 -1.326923 -4.094588 -0.003 -0.027 -0.002
H 1.666233 -1.413404 -6.448247 0.001 -0.005 0.006
H -0.277312 -0.163874 -7.339507 -0.003 -0.001 -0.001
H -2.123307 1.208670 -7.055118 0.003 0.010 -0.002
H -1.908648 2.461877 -5.843570 -0.010 0.005 -0.005
H -2.967252 1.081595 -5.521960 -0.001 -0.002 0.001
H -2.337847 -0.227161 0.480512 -0.003 -0.003 0.004
H -3.213365 0.466246 2.693520 -0.003 -0.002 -0.006
H -2.408023 2.584344 3.711895 0.000 -0.002 -0.001
H -0.756874 3.965740 2.522866 -0.017 -0.012 -0.008
H 0.683100 4.378380 0.737147 0.009 0.018 0.002
H -0.121627 3.991423 -0.782682 0.014 0.000 0.000
H 1.241750 3.022469 -0.247647 -0.046 0.035 0.030
S 0.537385 -1.306983 1.099609 -0.202 -0.078 -0.224
Sb 1.368071 -0.633766 3.146341 0.105 0.039 -0.029
C 3.366879 -1.255863 3.266948 -0.038 0.077 0.008
C 4.394969 -0.329878 3.407514 -0.015 0.008 0.048
C 5.711846 -0.769399 3.438106 0.005 -0.017 0.006
C 5.992046 -2.124584 3.336600 -0.010 0.019 -0.008
C 4.960971 -3.047923 3.209254 0.000 -0.018 0.002
C 3.643584 -2.617646 3.170696 -0.001 0.012 -0.042
C 1.316398 1.386130 3.737019 0.001 -0.063 0.016
C 0.665432 1.659584 4.936072 -0.040 -0.022 -0.007
C 0.663574 2.952904 5.440962 0.003 0.022 -0.008
C 1.318212 3.966790 4.757207 0.006 -0.022 -0.006
C 1.967747 3.692804 3.560077 0.023 -0.002 0.016
C 1.964353 2.405641 3.045613 0.022 -0.024 -0.014
C 0.276812 -1.727460 4.550128 0.046 0.019 -0.005
C 0.817704 -1.904867 5.821488 -0.007 -0.005 -0.009
C 0.102734 -2.625067 6.766589 0.004 -0.003 0.005
C -1.135014 -3.162467 6.437957 -0.008 -0.001 -0.015
C -1.664563 -2.987569 5.166314 0.007 0.001 0.014
C -0.959067 -2.266971 4.213405 -0.007 0.037 -0.012
H 4.178556 0.726879 3.516972 0.013 0.002 -0.018
H 6.515802 -0.054775 3.552057 0.002 0.000 0.001
H 7.018078 -2.465564 3.368300 0.003 -0.001 -0.001
H 5.184062 -4.104808 3.148983 0.005 -0.002 0.002
H 2.840774 -3.340891 3.077867 -0.002 -0.005 -0.008
H 0.153026 0.874630 5.479757 -0.001 0.002 0.004
H 0.156280 3.163671 6.372928 0.004 0.000 0.003
H 1.326882 4.971418 5.158469 0.000 0.003 0.001
H 2.483129 4.482220 3.028435 -0.002 0.006 0.000
H 2.461729 2.220516 2.102535 0.020 -0.010 -0.005
H 1.788707 -1.495612 6.078381 0.002 -0.003 0.002
H 0.513318 -2.770362 7.756577 0.002 0.000 0.001
H -1.688028 -3.726172 7.177246 0.000 0.000 0.001
H -2.625581 -3.415733 4.915058 -0.002 -0.001 0.002
H -1.361396 -2.134159 3.216051 -0.008 -0.010 0.003
N -0.242097 -7.348741 -2.222485 0.042 0.009 -0.024
C -1.057090 -6.351479 -1.856016 -0.123 -0.027 0.037
S -2.600249 -6.527052 -1.344086 0.031 -0.012 -0.015
C -0.451142 -4.989102 -1.856585 0.046 0.073 -0.016
C 0.777691 -4.740320 -1.253093 -0.006 -0.044 -0.002
C 1.244850 -3.446440 -1.184022 -0.001 0.048 -0.093
N 0.589386 -2.400100 -1.717882 -0.046 -0.417 -0.036
C -0.580811 -2.656813 -2.341771 0.041 0.094 0.030
C -1.133883 -3.912448 -2.411864 -0.017 -0.049 0.002
H -0.606850 -8.288458 -2.240362 -0.004 0.002 0.008
H 0.647023 -7.175926 -2.661374 0.000 -0.003 0.005
H 1.347863 -5.538277 -0.797495 0.010 0.006 0.003
H 2.170978 -3.229891 -0.675071 0.012 0.014 0.015
H -1.074596 -1.811124 -2.799678 -0.009 0.011 -0.001
H -2.092681 -4.062144 -2.886987 0.000 0.004 0.002
```
Forces are in eV/Å.

As for the relative energy (zero: lowest compared OMol25 entry of this formula, charge and spin): 0.0 kJ/mol. As for the orbital gap: 7.18 eV. For the energy, the calculation gives -3330.31000 hartree. As for the highest occupied orbital energy: -0.4646 Eh. Its charge is +2. As for the multiplicity: 1.

Mulliken population analysis, charges in e, atoms 1 to 5:
1 Hf 0.9668
2 C 0.2846
3 C -0.6675
4 C -0.5744
5 C -0.9076